[1]
Formula: C7H8
Source: OMol25
Level of theory: the ωB97M-V functional and the def2-TZVPD basis

Cartesian coordinates (Å):
C (0.2591, -2.5007, -2.8146)
C (0.2133, -1.4568, -2.2434)
C (0.6793, 1.3025, -0.6655)
C (0.3822, 0.1045, -0.9222)
C (0.0227, 0.4013, 0.4240)
C (-1.3902, 0.9556, 0.8182)
C (0.7777, -0.1831, 1.6679)
H (0.4599, -3.3197, -3.3303)
H (1.1566, 2.1777, -1.0636)
H (-1.7121, 1.7323, 0.0697)
H (-1.3841, 1.4171, 1.7418)
H (-2.1724, 0.1919, 0.7148)
H (0.6290, -1.2470, 1.4611)
H (0.2291, 0.3201, 2.4304)
H (1.8500, 0.1042, 1.7118)

Summary:
Net charge ... 0
HOMO energy ... -9.7 eV
2S+1 ... 1
Largest force on an atom ... 6.5 eV Å⁻¹



[2]
Formula: C28H59CaO14S5
Source: OMol25
Level of theory: the ωB97M-V functional and the def2-TZVPD basis

Cartesian coordinates (Å):
Ca (-2.7644, 0.9122, -1.9278)
C (0.6112, -0.4279, 0.7150)
C (-0.5649, -0.0804, -0.1777)
O (-1.6808, 0.1553, 0.3816)
O (-0.4928, 0.0800, -1.3810)
H (1.3796, 0.3083, 0.4789)
H (0.8403, -1.4686, 0.4857)
H (0.3896, -0.0794, 1.7237)
C (-2.1146, -5.6813, 3.0915)
C (-2.5906, -4.2088, 2.9826)
C (-1.8846, -3.4819, 1.8200)
O (-4.0126, -4.1288, 2.8039)
H (-2.7646, -6.1716, 3.8163)
H (-1.0762, -5.7353, 3.4183)
H (-2.2732, -6.2439, 2.1715)
H (-2.3550, -3.7265, 3.9312)
H (-2.2542, -2.4612, 1.7216)
H (-1.9880, -3.9453, 0.8389)
H (-0.8050, -3.3850, 1.9349)
H (-4.3925, -4.5199, 3.5941)
C (3.5652, -2.1611, -0.9627)
C (4.1311, -1.3628, -2.0890)
C (5.6627, -1.0803, -2.0428)
O (3.9539, -2.1628, -3.2321)
H (3.5705, -1.6465, -0.0018)
H (4.1024, -3.1086, -0.9193)
H (2.5138, -2.3991, -1.1238)
H (3.5412, -0.4465, -2.1127)
H (6.2038, -1.9760, -1.7379)
H (5.9303, -0.2800, -1.3528)
H (6.0070, -0.9290, -3.0658)
H (3.4864, -2.9307, -2.8952)
C (-0.0874, -3.8931, -2.9526)
C (0.3436, -2.6827, -3.8035)
C (-0.9425, -2.4390, -4.6253)
S (-2.3746, -2.5760, -3.4231)
O (-3.4466, -3.2567, -4.1270)
O (-2.7182, -1.2776, -2.8057)
C (-1.4573, -3.6803, -2.2657)
H (0.6217, -4.0935, -2.1494)
H (-0.0774, -4.7904, -3.5714)
H (1.1752, -2.8991, -4.4742)
H (0.6703, -1.8562, -3.1724)
H (-0.9692, -3.2135, -5.3917)
H (-1.0052, -1.3957, -4.9346)
H (-2.0369, -4.6020, -2.2149)
H (-1.5157, -3.2513, -1.2654)
C (1.0092, 3.1463, -3.2929)
C (2.1273, 3.5611, -4.2122)
C (3.3114, 4.2411, -3.3341)
S (3.4928, 3.1705, -1.9349)
O (3.5735, 3.9635, -0.6733)
O (4.4532, 2.0731, -2.1908)
C (1.7587, 2.4432, -2.1230)
H (0.2653, 2.4590, -3.6960)
H (0.5000, 4.0025, -2.8504)
H (1.7912, 4.2037, -5.0260)
H (2.5919, 2.6392, -4.5620)
H (3.0925, 5.1901, -2.8447)
H (4.2906, 4.3649, -3.7966)
H (1.2526, 2.3073, -1.1673)
H (1.9116, 1.3756, -2.2809)
C (-0.9234, 2.8474, 2.4512)
C (-0.8204, 4.3400, 2.0706)
C (-1.6320, 4.5327, 0.8232)
S (-3.1048, 3.3823, 0.9810)
O (-3.1348, 2.4445, -0.1652)
O (-4.3390, 4.0360, 1.3638)
C (-2.4313, 2.4945, 2.5165)
H (-0.4237, 2.6644, 3.4024)
H (-0.4051, 2.2263, 1.7206)
H (0.2127, 4.6536, 1.9204)
H (-1.1743, 5.0033, 2.8599)
H (-1.0479, 4.3016, -0.0676)
H (-2.0950, 5.5176, 0.7617)
H (-2.6233, 1.4218, 2.4925)
H (-2.8300, 2.9411, 3.4273)
C (5.2554, 2.3140, 1.8010)
C (4.8724, 0.9390, 1.2033)
C (4.0324, 0.1427, 2.2606)
S (3.8625, 1.2787, 3.7777)
O (4.0556, 0.5385, 5.0410)
O (2.6796, 2.0744, 3.5181)
C (5.3340, 2.2116, 3.3529)
H (4.5249, 3.0704, 1.5138)
H (6.1173, 2.7359, 1.2842)
H (5.8340, 0.5004, 0.9368)
H (4.2056, 1.2362, 0.3939)
H (4.6661, -0.6716, 2.6118)
H (3.0249, -0.1847, 2.0040)
H (6.1921, 1.6661, 3.7457)
H (5.3288, 3.1689, 3.8741)
C (-5.6417, 0.2102, 2.6419)
C (-6.3523, 0.9799, 1.4742)
C (-6.8258, -0.0920, 0.4832)
S (-5.2643, -0.9496, 0.2570)
O (-4.4467, -0.0522, -0.5551)
O (-5.5406, -2.3016, -0.2128)
C (-4.7591, -0.8286, 1.9926)
H (-6.3601, -0.3802, 3.2105)
H (-4.9969, 0.8548, 3.2393)
H (-5.6764, 1.7433, 1.0888)
H (-7.2227, 1.5073, 1.8644)
H (-7.2618, 0.2122, -0.4683)
H (-7.5746, -0.7630, 0.9041)
H (-3.6846, -0.6549, 2.0495)
H (-5.0822, -1.7741, 2.4281)

Summary:
Net charge ... +2
HOMO energy (alpha / beta) ... -13.8 / -13.8 eV
2S+1 ... 2
Largest force on an atom ... 4.3 eV Å⁻¹



[3]
Formula: C3H11NO4
Source: OMol25
Level of theory: the ωB97M-V functional and the def2-TZVPD basis

Cartesian coordinates (Å):
C (-1.3531, -0.6879, 1.3381)
C (1.3587, -0.1140, 0.7625)
O (2.0069, 1.0068, 0.9108)
C (-0.8380, -1.5901, 0.3311)
N (-1.3607, -1.4803, -0.9077)
O (0.0441, -2.4097, 0.5130)
H (-2.2394, -0.0758, 1.1176)
H (-0.9104, -0.7071, 2.3192)
H (1.7199, -0.8814, 1.4539)
H (1.2029, -0.3916, -0.2861)
H (0.2257, 0.0953, 1.1752)
H (-2.2281, -1.0181, -1.1584)
H (-1.0172, -2.1934, -1.5191)
H (-1.3625, 2.2655, -0.8534)
H (0.0506, 1.5183, -1.0813)
O (-0.8919, 1.4548, -0.6505)
H (1.9983, 1.4860, -0.0476)
H (2.0422, 2.1041, -2.0379)
O (1.5522, 1.6185, -1.3793)

Summary:
Net charge ... 0
HOMO energy ... -9.0 eV
2S+1 ... 1
Largest force on an atom ... 2.6 eV Å⁻¹



[4]
Formula: C6H39NO12
Source: OMol25
Level of theory: the ωB97M-V functional and the def2-TZVPD basis

Cartesian coordinates (Å):
C (-0.2740, -1.6363, 0.1722)
N (-0.9317, -0.2794, -0.0219)
C (-2.0448, -0.2442, -1.0322)
C (-2.6082, 1.1789, -1.2751)
C (-3.4879, 1.3977, -0.1358)
C (0.7501, -1.6472, 1.2797)
C (1.1972, -2.9487, 1.6979)
H (-1.0747, -2.3078, 0.3069)
H (0.3526, -2.0596, -0.6420)
H (-0.2802, 0.4539, -0.2986)
H (-2.8327, -1.0259, -0.6637)
H (-1.6088, -0.8962, -1.9021)
H (-3.2090, 1.2412, -2.2476)
H (-1.7918, 1.9171, -1.2375)
H (-4.2290, 2.0422, -0.2518)
H (-3.9432, 0.4261, 0.2893)
H (-2.8725, 1.9514, 0.6550)
H (0.1396, -1.1406, 2.1420)
H (1.6799, -0.9754, 1.0226)
H (1.6465, -2.7327, 2.6762)
H (2.1155, -3.2930, 1.0980)
H (0.3296, -3.6401, 1.6709)
H (2.3715, -1.1885, -3.2281)
H (3.6531, -1.4338, -2.1902)
O (2.7833, -1.5754, -2.5760)
H (4.2002, 0.6221, 2.8434)
H (2.8225, 0.5607, 2.5909)
O (3.6103, 0.6940, 2.1465)
H (1.5757, 2.7686, -3.5447)
H (0.1087, 2.9018, -4.1494)
O (0.9511, 2.6121, -4.2601)
H (0.9162, 3.0198, -0.3473)
H (0.7197, 3.6365, 0.7753)
O (0.1624, 3.4688, -0.0705)
H (-2.9670, -2.4128, 0.8181)
H (-4.4597, -2.2160, 1.4317)
O (-3.9354, -2.6683, 0.6895)
H (-0.3980, -3.5019, -2.5024)
H (-1.5728, -3.2242, -3.4004)
O (-1.2501, -3.7961, -2.7359)
H (1.6176, 1.2935, 0.0795)
H (2.5786, 1.0984, -1.1757)
O (1.6770, 1.2241, -0.8198)
H (-2.9158, -0.7800, 3.4876)
H (-2.5568, -2.0062, 4.0635)
O (-3.3199, -1.7122, 3.4903)
H (1.4381, 1.2940, 4.2682)
H (0.5886, 0.5737, 3.3823)
O (1.4957, 0.8525, 3.4578)
H (2.0723, 1.0119, -4.2501)
H (1.0739, 0.1954, -4.8995)
O (1.8071, 0.1287, -4.2710)
H (-1.4391, 0.4883, 1.5241)
H (-1.1541, 1.8927, 2.0381)
O (-0.9990, 0.9545, 2.4273)
H (3.6749, 2.5833, 1.4511)
H (2.4833, 2.8564, 2.3951)
O (2.8270, 2.9873, 1.5010)

Summary:
Net charge ... 0
HOMO energy ... -8.9 eV
2S+1 ... 1
Largest force on an atom ... 9.3 eV Å⁻¹



[5]
Formula: C6H9N
Source: OMol25
Level of theory: the ωB97M-V functional and the def2-TZVPD basis

Cartesian coordinates (Å):
C (2.0475, 0.1696, -0.0666)
C (0.6653, -0.2043, 0.3115)
C (-0.3732, 0.1216, 1.2140)
C (-0.8713, 1.6588, -0.7161)
N (-0.6444, 0.3243, -0.2387)
C (-1.2111, -1.0946, -0.3935)
C (-0.2611, -1.3212, 0.7666)
H (2.0270, 1.2295, -0.3407)
H (2.4093, -0.4208, -0.9138)
H (2.7318, 0.0292, 0.7747)
H (-0.5985, 0.7974, 2.0240)
H (-1.9091, 1.8966, -0.4472)
H (-0.7595, 1.6760, -1.8036)
H (-0.9435, -1.5572, -1.3472)
H (-2.2889, -1.1245, -0.2062)
H (-0.0202, -2.1804, 1.3828)

Summary:
Net charge ... 0
HOMO energy ... -6.4 eV
2S+1 ... 1
Largest force on an atom ... 0.4 eV Å⁻¹



[6]
Formula: C12H22F3N2O7
Source: OMol25
Level of theory: the ωB97M-V functional and the def2-TZVPD basis

Cartesian coordinates (Å):
C (-1.2592, -3.0957, -0.0106)
C (-1.0513, -1.7154, 0.5403)
O (-1.1891, -1.5056, 1.6710)
N (-0.7331, -0.6544, -0.3526)
N (-0.7086, 0.5872, 0.3504)
C (-2.0793, 1.1689, 0.6388)
O (-2.7707, 1.4406, -0.4896)
C (-3.6434, 0.3804, -0.9210)
O (-4.5736, 0.8668, -1.8000)
C (-5.8909, 0.4159, -1.5196)
C (-6.0363, -1.1084, -1.5311)
O (-6.0002, -1.6801, -0.2244)
C (0.5646, -0.8428, -1.0582)
C (0.5425, -1.1350, -2.5251)
O (1.5457, -0.7171, -0.4494)
H (-2.2637, -3.1994, -0.4161)
H (-1.1778, -3.7950, 0.8094)
H (-0.5231, -3.3653, -0.7688)
H (-0.1248, 0.5530, 1.2019)
H (-0.2429, 1.2641, -0.2629)
H (-1.8856, 2.1133, 1.1464)
H (-2.5772, 0.5198, 1.3580)
H (-3.0327, -0.3571, -1.4513)
H (-4.0756, -0.1260, -0.0511)
H (-6.5093, 0.7823, -2.3337)
H (-6.3109, 0.8541, -0.6075)
H (-7.0093, -1.3696, -1.9491)
H (-5.2712, -1.5562, -2.1575)
H (-6.3582, -1.0426, 0.4001)
H (1.4058, -1.7514, -2.7450)
H (-0.3831, -1.5781, -2.8766)
H (0.6754, -0.1863, -3.0497)
C (4.1728, 0.5941, 0.3419)
C (5.2826, 0.0659, 1.2270)
O (6.3026, 1.0551, 1.4422)
C (5.9993, 2.0230, 2.3023)
O (4.9669, 2.1321, 2.8989)
C (7.1870, 2.9840, 2.4523)
F (7.6591, 3.3660, 1.2541)
F (8.1894, 2.3908, 3.1209)
F (6.8341, 4.0806, 3.1238)
H (4.5807, 0.9603, -0.6023)
H (3.4375, -0.1845, 0.1337)
H (3.6576, 1.4317, 0.8150)
H (5.7760, -0.7730, 0.7406)
H (4.9016, -0.2910, 2.1841)

Summary:
Net charge ... +1
HOMO energy ... -13.2 eV
2S+1 ... 1
Largest force on an atom ... 4.5 eV Å⁻¹



[7]
Formula: C2H3BrO2
Source: OMol25
Level of theory: the ωB97M-V functional and the def2-TZVPD basis

Cartesian coordinates (Å):
O (0.4084, -2.2509, 1.1412)
C (-0.0240, -1.1555, 0.9830)
C (0.4026, -0.0974, -0.1143)
O (-0.6309, 0.7820, -0.2219)
Br (2.0948, 0.6122, 0.6208)
H (-0.8936, -0.6439, 1.4894)
H (0.8067, -0.6416, -1.0557)
H (-0.7087, 1.4923, -0.8262)

Summary:
Structure (SMILES) ... O=C[C@@H](O)Br
Net charge ... 0
HOMO energy ... -10.0 eV
2S+1 ... 1
Largest force on an atom ... 2.7 eV Å⁻¹